Record 1
{
  "formula": "C3H7O2",
  "method": "wB97M-V/def2-TZVPD",
  "elements": ["C", "O", "H", "H", "H", "O", "C", "C", "H", "H", "H", "H"],
  "xyz": [[-0.10452, -0.37204, 1.74392], [-0.09814, -0.92804, 0.46480], [0.91024, -0.37379, 2.16776], [-0.51762, 0.63443, 1.69721], [-0.71216, -0.96858, 2.43529], [-1.12793, 1.17597, -0.25956], [-0.61184, 0.07677, -0.69089], [0.68164, 0.27925, -1.49814], [-1.35341, -0.61170, -1.12682], [1.05895, -0.66271, -1.89054], [1.37766, 0.71967, -0.78277], [0.49715, 1.03078, -2.26026]],
  "forces_ev_per_a": [[0.13, -0.39, -0.38], [-0.11, 0.01, -0.04], [0.11, 0.25, 0.05], [0.01, 0.31, 0.10], [-0.21, -0.11, 0.07], [0.02, 0.03, 0.19], [-0.05, 0.51, 0.71], [-0.43, -0.06, 0.49], [0.15, -0.33, -0.53], [0.22, -0.01, -0.19], [0.20, -0.13, -0.07], [-0.03, -0.09, -0.39]],
  "e_homo_ev": -2.8,
  "charge": -1,
  "smiles": "CO[C@H](C)[O-]",
  "multiplicity": 1,
  "e_lumo_ev": 4.63,
  "homo_lumo_gap_ev": 7.5,
  "de_lowest_kj_mol": 185.2
}

---

Record 2
{
  "formula": "C3H7O2",
  "method": "wB97M-V/def2-TZVPD",
  "elements": ["C", "O", "H", "H", "H", "C", "C", "O", "H", "H", "H", "H"],
  "xyz": [[0.77217, -3.39225, 0.39021], [0.77682, -4.58207, 0.11403], [-0.17403, -2.90142, 0.60037], [1.73308, -2.88691, 0.35308], [1.68540, 5.37781, -0.81619], [-1.64581, 0.65046, -0.18102], [-0.43120, 0.42755, 0.42512], [-0.04764, -0.75962, 0.75411], [-2.10446, 1.51013, -0.65663], [-2.30233, -0.19890, -0.34689], [0.15185, 1.23076, 0.90001], [1.58617, 5.52445, -1.53620]],
  "forces_ev_per_a": [[-0.30, -1.83, -0.61], [0.06, 0.20, 0.13], [0.22, 0.73, 0.23], [0.03, 0.83, 0.25], [-0.01, -0.01, -0.01], [-0.47, 0.08, -0.53], [-1.18, -1.42, 0.87], [0.40, 0.57, -0.12], [0.68, 0.70, 0.45], [0.36, -0.43, -0.02], [0.19, 0.56, -0.66], [0.00, 0.00, 0.01]],
  "e_homo_ev": -2.3,
  "charge": -1,
  "multiplicity": 1,
  "e_lumo_ev": 4.06,
  "homo_lumo_gap_ev": 6.4,
  "de_lowest_kj_mol": 343.6
}

---

Record 3
{
  "formula": "C3H7O2",
  "method": "wB97M-V/def2-TZVPD",
  "elements": ["C", "C", "C", "O", "O", "H", "H", "H", "H", "H", "H", "H"],
  "xyz": [[0.17642, -1.32866, -0.01878], [1.13441, 1.04739, -0.01269], [0.05540, 0.14039, 0.14740], [-2.19725, -0.08341, 0.08324], [-1.07379, 0.70546, 0.32131], [1.04867, -1.61103, 0.58002], [0.36841, -1.41280, -1.11029], [-0.64392, -1.81583, 0.46081], [0.74707, 2.04856, 0.28322], [1.37442, 0.94661, -1.09566], [1.95263, 0.82988, 0.50165], [-2.94246, 0.53346, -0.14023]],
  "forces_ev_per_a": [[0.80, 1.42, 0.43], [-2.95, 2.80, -1.86], [-1.48, -2.06, 0.09], [-0.84, -1.20, 0.05], [-0.04, 1.49, -0.53], [0.30, -0.05, -0.56], [-0.31, -0.81, 0.61], [-0.80, -0.59, -0.61], [0.68, -0.38, -0.68], [-0.06, 0.48, 0.41], [3.61, -1.21, 2.26], [1.10, 0.12, 0.39]],
  "e_homo_ev": -17.2,
  "charge": 1,
  "multiplicity": 1,
  "e_lumo_ev": -5.47,
  "homo_lumo_gap_ev": 11.7,
  "de_lowest_kj_mol": 258.5
}

---

Record 4
{
  "formula": "C3H7O2P2",
  "method": "wB97M-V/def2-TZVPD",
  "elements": ["C", "C", "C", "O", "O", "P", "P", "H", "H", "H", "H", "H", "H", "H"],
  "xyz": [[-0.85338, 1.01902, 1.17791], [0.42804, 1.81499, -1.17120], [-0.22956, 0.96948, -0.09933], [-0.87906, -0.40526, 1.36415], [-1.32946, 1.78642, 1.97846], [-0.10982, -0.83058, -0.18550], [0.57383, -2.90116, 0.61169], [1.01522, 1.01947, -1.71887], [1.17488, 2.61329, -0.91119], [-0.29263, 2.26555, -1.76779], [-1.38462, -1.39027, -0.70637], [0.96150, -1.01924, -1.46676], [1.41570, -2.23919, 1.41117], [-0.49065, -2.70253, 1.48362]],
  "forces_ev_per_a": [[0.90, -2.34, -1.49], [1.73, -1.12, 1.55], [1.97, -0.27, -1.34], [-0.69, -0.69, 1.35], [-0.14, 0.55, 0.23], [-1.37, 1.27, -0.64], [-1.15, 0.41, -1.49], [-0.58, 1.04, -0.11], [-0.57, -0.62, 0.32], [-1.20, 0.84, -1.61], [1.44, 0.31, -0.03], [-1.51, 0.33, 1.20], [1.47, 0.69, 1.44], [-0.29, -0.40, 0.62]],
  "e_homo_ev": -3.1,
  "charge": -1,
  "multiplicity": 1,
  "e_lumo_ev": 4.07,
  "homo_lumo_gap_ev": 7.1,
  "de_lowest_kj_mol": 133.4
}

---

Record 5
{
  "formula": "C3H7O2S",
  "method": "wB97M-V/def2-TZVPD",
  "elements": ["O", "C", "C", "C", "S", "H", "H", "H", "H", "H", "H", "H", "O"],
  "xyz": [[0.01310, -0.01284, 2.62095], [-0.03108, -0.21817, 1.41433], [1.18380, -0.19288, 0.57039], [0.88259, 0.40300, -0.76102], [0.32147, -0.87563, -1.93404], [-1.03189, -0.21578, 1.01036], [2.10539, 0.28137, 0.94603], [1.52818, -1.22042, 0.35641], [0.19058, 1.22322, -0.70823], [1.81300, 1.00633, -1.07252], [-2.07147, 0.35908, -1.44944], [-2.22004, -0.65731, -0.31296], [-2.68362, 0.12004, -0.68029]],
  "forces_ev_per_a": [[0.04, -0.46, -0.17], [0.89, 1.35, 2.38], [1.02, -0.95, -0.45], [1.43, 0.83, -1.88], [-0.15, 0.44, -0.11], [-0.18, -0.39, -0.93], [-0.80, 0.13, 0.99], [-0.36, 0.11, 0.15], [-0.88, 0.30, 0.34], [-0.89, -1.20, -0.04], [-0.87, -0.76, 1.36], [-0.25, 0.41, -0.62], [1.01, 0.19, -1.03]],
  "e_homo_ev": -3.1,
  "charge": -1,
  "multiplicity": 1,
  "e_lumo_ev": 4.02,
  "homo_lumo_gap_ev": 7.1,
  "de_lowest_kj_mol": 134.9
}

---

Record 6
{
  "formula": "C3H7O2S",
  "method": "wB97M-V/def2-TZVPD",
  "elements": ["O", "C", "C", "C", "S", "H", "H", "H", "H", "H", "H", "H", "O"],
  "xyz": [[0.33072, -1.22843, -2.86147], [0.34497, -0.89732, -1.69896], [-0.86463, -0.61150, -0.86818], [-0.74987, 0.65849, 0.02813], [0.77385, 1.64168, -0.16178], [1.29303, -0.79741, -1.14887], [-1.01720, -1.50742, -0.24450], [-1.73571, -0.57750, -1.53102], [-1.05793, 0.44350, 1.05459], [-1.54456, 1.27001, -0.33752], [1.77154, -0.16003, 2.49574], [1.01287, 1.16569, 2.30556], [1.44292, 0.60024, 2.96827]],
  "forces_ev_per_a": [[-0.14, -0.14, -0.24], [0.31, 0.16, 0.28], [-0.17, -0.24, 0.34], [-0.28, -0.22, -0.62], [0.08, -0.15, 0.44], [0.05, -0.08, -0.04], [0.16, 0.02, -0.02], [0.10, 0.13, 0.02], [0.45, -0.21, 0.12], [-0.65, 0.69, -0.17], [0.03, -0.03, -0.51], [0.32, -0.12, -0.55], [-0.25, 0.21, 0.96]],
  "e_homo_ev": -2.9,
  "charge": -1,
  "multiplicity": 1,
  "e_lumo_ev": 4.00,
  "homo_lumo_gap_ev": 6.9,
  "de_lowest_kj_mol": 105.3
}

---

Record 7
{
  "formula": "C3H7O2Sm",
  "method": "wB97M-V/def2-TZVPD",
  "elements": ["O", "C", "C", "O", "C", "Sm", "H", "H", "H", "H", "H", "H", "H"],
  "xyz": [[-1.68060, 1.42825, -0.15433], [-1.01727, 1.21048, 0.88286], [0.26476, 0.44679, 0.72956], [0.19505, -0.25976, -0.49189], [1.34631, -1.04184, -0.81309], [-1.94397, -0.20866, -1.66002], [-0.96271, 2.04419, 1.60313], [0.37458, -0.24274, 1.58459], [1.11429, 1.15073, 0.73291], [1.58554, -1.71153, 0.02312], [1.09391, -1.62848, -1.70162], [2.18440, -0.36734, -1.02931], [-2.55430, -0.82010, 0.29409]],
  "forces_ev_per_a": [[-0.37, -0.58, 1.45], [2.33, 3.29, -2.48], [-0.72, -1.13, 0.98], [-1.25, 0.17, -0.42], [0.92, -0.41, -0.01], [-0.11, -0.54, 0.52], [-0.95, -0.79, 0.80], [0.25, 0.07, -0.20], [-0.34, 0.12, 0.13], [-0.03, 0.13, -0.28], [0.18, 0.05, 0.14], [-0.13, -0.28, 0.03], [0.21, -0.09, -0.65]],
  "e_homo_ev": [-18.5, -19.3],
  "charge": 2,
  "multiplicity": 6,
  "e_lumo_ev": [-11.10, -9.27],
  "s2": 9.19,
  "homo_lumo_gap_ev": [7.4, 10.0],
  "de_lowest_kj_mol": 85.1
}

---

Record 8
{
  "formula": "C3H7O3",
  "method": "wB97M-V/def2-TZVPD",
  "elements": ["C", "O", "H", "H", "H", "H", "C", "C", "O", "O", "H", "H", "H"],
  "xyz": [[-1.63350, 0.09468, -1.59207], [-0.64917, -0.83905, -2.26686], [0.09185, -0.85554, -1.44700], [-1.29876, 1.09814, -1.96026], [-1.35778, -0.05445, -0.52085], [-2.52675, -0.39623, -2.00363], [-0.26840, 0.95288, 1.82338], [0.81092, 0.12466, 0.97453], [0.30918, -0.80728, 0.20275], [1.98519, 0.40168, 1.12259], [-0.04212, 1.92801, 1.79656], [-0.12317, 0.47664, 2.80689], [-1.35900, 0.72737, 1.62552]],
  "forces_ev_per_a": [[2.69, -1.84, -1.45], [1.88, 1.00, 3.26], [-2.16, -0.32, -2.41], [-1.21, -0.45, 0.37], [-1.17, 0.41, -0.66], [-0.49, 1.26, 0.68], [-0.91, -5.31, 0.02], [-2.56, -1.21, -1.49], [1.04, 1.31, 1.42], [0.77, 0.44, 0.36], [0.76, 3.62, 0.20], [0.10, 0.73, 0.11], [1.27, 0.36, -0.40]],
  "e_homo_ev": -4.6,
  "charge": -1,
  "multiplicity": 1,
  "e_lumo_ev": 4.24,
  "homo_lumo_gap_ev": 8.9,
  "de_lowest_kj_mol": 180.9
}

---

Record 9
{
  "formula": "C3H7O3",
  "method": "wB97M-V/def2-TZVPD",
  "elements": ["O", "C", "O", "H", "H", "C", "O", "C", "H", "H", "H", "H", "H"],
  "xyz": [[-3.91359, -1.37071, 0.23379], [-2.92305, -0.70129, 0.57116], [-1.75240, -0.66762, 0.11647], [-3.12739, -0.01101, 1.42397], [-0.42135, -0.91703, -0.43786], [1.20348, -0.04516, 0.19334], [0.58361, -0.98800, -0.63018], [1.82112, 1.11169, -0.57187], [2.01061, -0.61759, 0.84192], [0.43890, 0.22628, 0.91236], [1.83468, 0.73571, -1.62105], [2.91386, 1.16034, -0.46872], [1.33152, 2.08438, -0.56334]],
  "forces_ev_per_a": [[0.51, -0.01, -0.21], [-0.72, -0.14, 0.11], [-0.68, 0.10, 0.15], [0.23, 0.24, 0.19], [1.15, -0.32, -0.30], [0.76, -1.62, 1.71], [-0.47, 0.00, -0.44], [1.02, -1.01, -1.78], [-1.06, 1.15, -1.20], [0.02, 0.72, 0.34], [-0.58, 0.44, 0.34], [-0.20, 0.56, 0.81], [0.03, -0.10, 0.29]],
  "e_homo_ev": -4.6,
  "charge": -1,
  "multiplicity": 1,
  "e_lumo_ev": 4.07,
  "homo_lumo_gap_ev": 8.7,
  "de_lowest_kj_mol": 112.4
}

---

Record 10
{
  "formula": "C3H7O3",
  "method": "wB97M-V/def2-TZVPD",
  "elements": ["O", "C", "O", "H", "H", "C", "O", "C", "H", "H", "H", "H", "H"],
  "xyz": [[-0.32306, 3.59453, -1.39586], [-0.56644, 2.52855, -1.99780], [0.08262, 1.45441, -2.03599], [-1.49596, 2.58036, -2.61874], [0.42961, 0.20488, -0.82778], [0.47893, -0.62365, 0.94963], [0.94685, -0.50227, -0.37427], [-0.13276, -2.02282, 1.26483], [-0.25876, 0.24052, 1.30482], [1.43247, -0.46393, 1.54412], [0.70781, -2.48035, 1.81423], [-0.36781, -2.64730, 0.39828], [-0.93351, -1.86292, 1.97454]],
  "forces_ev_per_a": [[0.07, -0.45, 0.00], [0.16, 0.76, 0.14], [-0.27, -0.09, 0.19], [-0.15, -0.30, -0.18], [0.48, 0.06, -0.45], [0.14, 1.50, 0.53], [-1.02, 0.14, 0.20], [1.75, 0.83, 0.69], [1.37, -1.60, -1.08], [-1.24, -0.31, 0.04], [-0.61, -0.58, -0.15], [-0.20, 0.47, 0.12], [-0.48, -0.43, -0.05]],
  "e_homo_ev": -4.3,
  "charge": -1,
  "multiplicity": 1,
  "e_lumo_ev": 3.88,
  "homo_lumo_gap_ev": 8.2,
  "de_lowest_kj_mol": 122.5
}

---

Record 11
{
  "formula": "C3H7O3",
  "method": "wB97M-V/def2-TZVPD",
  "elements": ["C", "C", "O", "O", "H", "H", "H", "C", "O", "H", "H", "H", "H"],
  "xyz": [[-0.74138, 0.80412, -1.62489], [-0.20139, 1.06557, -0.28269], [-0.53260, 0.32137, 0.66668], [0.46491, 2.08793, -0.10394], [-1.34482, 1.72188, -1.72666], [-1.35483, -0.07261, -1.73021], [0.11801, 0.96686, -2.23316], [1.12585, -1.71950, 0.47545], [-0.17563, -2.05045, 0.93073], [-0.79030, -1.19324, 1.00372], [1.37195, -0.91422, 1.12017], [1.70004, -2.64531, 0.76530], [1.14804, -1.63538, -0.55421]],
  "forces_ev_per_a": [[-0.49, 1.48, 0.49], [-0.66, 0.21, -1.89], [0.16, 1.29, 1.86], [0.29, -0.32, 1.38], [-0.18, -0.44, -0.47], [0.16, -0.43, -0.25], [0.37, -0.50, -1.19], [-0.66, -2.62, 3.17], [-2.82, 1.21, -0.09], [2.18, -2.78, -0.23], [1.39, 1.04, -0.25], [-0.10, 1.08, -0.37], [0.36, 0.78, -2.17]],
  "e_homo_ev": [-10.4, -10.2],
  "multiplicity": 2,
  "e_lumo_ev": [0.73, -4.00],
  "s2": 0.76,
  "homo_lumo_gap_ev": [11.1, 6.2],
  "de_lowest_kj_mol": 189.1
}

---

Record 12
{
  "formula": "C3H7O3PS4",
  "method": "wB97M-V/def2-TZVPD",
  "elements": ["C", "C", "C", "O", "O", "O", "P", "S", "S", "S", "S", "H", "H", "H", "H", "H", "H", "H"],
  "xyz": [[3.20661, 1.60063, 1.91966], [1.98106, -0.26621, -2.79453], [-3.60674, 0.17340, 0.99589], [-1.15813, -0.88838, 1.54529], [1.12672, -0.90549, -1.88385], [-3.40000, -1.03573, 0.36543], [-0.67316, -1.42415, 0.28226], [4.37110, 2.01243, 0.95379], [2.66381, 0.34343, 2.77350], [1.02244, -0.18484, -0.33523], [-2.41961, -1.00725, -0.98874], [1.83969, -0.85450, -3.75058], [3.01516, -0.50252, -2.55047], [1.74148, 0.78603, -3.07352], [-2.80019, 0.51841, 1.51465], [-4.29302, -0.12467, 1.81267], [-4.10002, 0.76282, 0.19592], [1.48280, 0.99659, 3.01786]],
  "forces_ev_per_a": [[1.02, 1.26, -1.37], [0.11, -0.93, -2.20], [-3.76, -0.36, -0.59], [0.44, 0.15, 2.22], [-0.80, 0.28, 1.00], [0.88, -2.27, -1.97], [0.66, 0.64, -1.83], [0.15, 0.08, 0.01], [-1.50, -0.55, 1.06], [-0.36, -0.79, -0.79], [-0.20, -0.32, 0.78], [-0.09, 0.61, 0.88], [0.25, 0.79, 0.31], [0.28, -0.56, 0.81], [2.52, 1.47, 0.61], [-0.25, 0.53, -0.52], [0.35, 0.77, 1.22], [0.29, -0.79, 0.37]],
  "e_homo_ev": [-7.6, -9.1],
  "multiplicity": 3,
  "e_lumo_ev": [-0.24, -2.48],
  "s2": 2.01,
  "homo_lumo_gap_ev": [7.3, 6.6]
}

---

| no. | electronic energy (eV) | F_max (eV/A) |
| --- | --- | --- |
| 1 | -7319.032 | 0.87 |
| 2 | -7317.390 | 2.04 |
| 3 | -7308.476 | 4.47 |
| 4 | -25895.346 | 2.92 |
| 5 | -18155.216 | 2.87 |
| 6 | -18155.524 | 1.01 |
| 7 | -25202.805 | 4.73 |
| 8 | -9367.283 | 5.38 |
| 9 | -9367.993 | 2.48 |
| 10 | -9367.889 | 2.37 |
| 11 | -9363.435 | 4.17 |
| 12 | -61991.583 | 3.82 |